{
  "formula": "C42H48As2N4OSTl",
  "method": "ωB97M-V with the def2-TZVPD basis set",
  "species": ["Tl", "C", "C", "As", "C", "C", "C", "C", "C", "C", "C", "C", "C", "C", "C", "C", "As", "C", "C", "C", "C", "C", "C", "C", "C", "C", "C", "C", "C", "H", "H", "H", "H", "H", "H", "H", "H", "H", "H", "H", "H", "H", "H", "H", "H", "H", "H", "H", "H", "H", "H", "H", "H", "C", "N", "N", "C", "O", "C", "C", "C", "C", "C", "C", "C", "C", "C", "H", "H", "H", "H", "H", "H", "H", "H", "H", "H", "H", "H", "C", "C", "N", "C", "S", "N", "C", "C", "H", "H", "H", "H", "H", "H", "H", "H", "H", "H", "H", "H"],
  "xyz": [[0.216585, 0.209759, -0.009226], [-2.427285, 1.814067, 1.502680], [-2.054958, 0.790370, 2.558121], [-1.482812, -0.903737, 1.752433], [-2.947408, -1.549684, 0.668458], [-3.280093, -0.882352, -0.512433], [-4.310289, -1.343331, -1.315644], [-5.002383, -2.492895, -0.956800], [-4.649454, -3.183709, 0.191181], [-3.618986, -2.721749, 1.000543], [-1.331818, -2.076965, 3.257213], [-0.141538, -2.736657, 3.541950], [-0.051745, -3.520376, 4.683336], [-1.146134, -3.642583, 5.527270], [-2.337783, -2.992343, 5.231461], [-2.437814, -2.201981, 4.096565], [-0.900485, 2.531599, 0.536796], [0.193315, 3.535303, 1.730637], [-0.387988, 4.047431, 2.885536], [0.383123, 4.821703, 3.742171], [1.713748, 5.071306, 3.442763], [2.283803, 4.565431, 2.279814], [1.525085, 3.789889, 1.420321], [-1.667970, 3.699223, -0.758522], [-2.512693, 3.185778, -1.739977], [-3.140238, 4.058347, -2.612416], [-2.910817, 5.425972, -2.507388], [-2.059559, 5.926835, -1.534699], [-1.414643, 5.062648, -0.658503], [-2.947757, 2.683760, 1.911399], [-3.098324, 1.394566, 0.753844], [-2.895538, 0.579936, 3.221105], [-1.224174, 1.123845, 3.184896], [-2.729560, -0.003117, -0.836032], [-4.567619, -0.816305, -2.224496], [-5.803692, -2.858365, -1.584197], [-5.173042, -4.090601, 0.461344], [-3.348583, -3.283777, 1.884188], [0.709646, -2.654319, 2.875198], [0.870035, -4.037844, 4.911461], [-1.074595, -4.252151, 6.417729], [-3.194252, -3.104378, 5.882389], [-3.374826, -1.705836, 3.872831], [-1.430898, 3.875871, 3.121688], [-0.063492, 5.240275, 4.633682], [2.311054, 5.671030, 4.116849], [3.314745, 4.787128, 2.038029], [1.970916, 3.396286, 0.514529], [-2.692635, 2.119196, -1.826474], [-3.804620, 3.676583, -3.375338], [-3.393917, 6.103953, -3.197725], [-1.890862, 6.991899, -1.455141], [-0.742082, 5.455361, 0.093170], [4.879198, 0.448029, 5.052613], [4.249812, 0.743023, 3.765842], [2.880331, 0.765941, 3.608574], [2.597787, 0.691740, 2.271947], [1.395420, 0.792152, 1.843888], [3.825973, 0.593357, 1.597681], [4.818520, 0.607751, 2.559167], [6.291624, 0.477690, 2.413625], [2.024631, 1.253671, 4.645404], [0.816050, 0.613999, 4.869484], [-0.026434, 1.076757, 5.868935], [0.349613, 2.161653, 6.649596], [1.564356, 2.792314, 6.418510], [2.403982, 2.350941, 5.406784], [4.107189, 0.313049, 5.802574], [5.528516, 1.268049, 5.352035], [5.457708, -0.470131, 4.970975], [3.971326, 0.539061, 0.534004], [6.562537, 0.442638, 1.362054], [6.654815, -0.434155, 2.890787], [6.804483, 1.320803, 2.877261], [0.561016, -0.259335, 4.286957], [-0.962458, 0.566440, 6.058042], [-0.293481, 2.504666, 7.448493], [1.862649, 3.634029, 7.028738], [3.341033, 2.857321, 5.214753], [3.967209, -0.291206, -4.713607], [2.477728, -0.203001, -4.418688], [2.163218, -0.346862, -2.985176], [2.096487, -1.501866, -2.335497], [1.776431, -1.578478, -0.600917], [2.284102, -2.643307, -2.959891], [2.206981, -4.001262, -2.383995], [3.489359, -4.411879, -1.682944], [4.132858, -0.196839, -5.785551], [4.399941, -1.239529, -4.391135], [4.511046, 0.512461, -4.218199], [1.903585, -0.952517, -4.966860], [2.077062, 0.762478, -4.721621], [2.182929, 0.487242, -2.421950], [2.610453, -2.589245, -3.915820], [1.992992, -4.662667, -3.221144], [1.347831, -4.031040, -1.715356], [4.334796, -4.410387, -2.370352], [3.378287, -5.421758, -1.291062], [3.721609, -3.749554, -0.847830]],
  "forces_ev_per_angstrom": [[0.432, 0.149, 0.774], [-0.074, 0.182, 0.062], [-0.051, -0.169, 0.158], [-0.562, -0.059, -0.196], [0.028, -0.062, 0.022], [0.061, -0.015, -0.009], [0.014, -0.016, 0.001], [-0.005, 0.000, -0.022], [0.032, -0.013, 0.017], [-0.066, 0.036, 0.071], [0.250, 0.032, -0.016], [0.005, -0.057, -0.083], [0.003, -0.007, -0.013], [-0.002, 0.003, 0.006], [-0.019, -0.010, -0.001], [0.050, 0.033, 0.059], [-0.322, 0.148, -0.282], [0.033, -0.047, 0.049], [0.013, 0.020, 0.036], [-0.022, 0.011, -0.045], [0.007, 0.019, -0.006], [-0.011, 0.015, 0.009], [-0.022, 0.029, -0.055], [0.233, -0.118, -0.174], [-0.074, 0.013, -0.005], [0.037, -0.039, -0.006], [-0.011, 0.016, -0.027], [0.066, -0.013, 0.027], [-0.074, 0.064, -0.015], [0.063, -0.029, 0.088], [-0.046, 0.066, -0.069], [-0.056, 0.024, -0.089], [0.014, -0.015, -0.019], [0.010, 0.023, 0.024], [-0.003, 0.006, -0.005], [-0.014, 0.006, 0.005], [0.002, -0.006, -0.004], [-0.009, 0.010, 0.013], [0.005, 0.040, 0.020], [0.002, -0.008, -0.001], [-0.003, -0.012, -0.001], [0.001, 0.006, 0.011], [0.008, 0.019, 0.001], [0.015, -0.030, 0.012], [0.002, -0.025, 0.017], [-0.006, 0.037, -0.019], [0.007, -0.016, 0.007], [0.006, -0.019, -0.004], [-0.007, 0.011, 0.009], [-0.001, -0.002, -0.004], [-0.033, 0.006, 0.020], [0.017, 0.003, -0.018], [-0.014, -0.005, 0.015], [-0.004, -0.014, -0.008], [0.008, -0.002, 0.028], [0.073, -0.047, 0.042], [-0.014, 0.227, -0.073], [-0.026, -0.228, 0.132], [0.055, -0.048, 0.017], [-0.029, 0.054, -0.021], [0.009, -0.011, -0.002], [-0.050, 0.052, -0.020], [0.041, -0.080, 0.039], [0.009, 0.007, -0.010], [0.010, 0.005, -0.001], [0.002, -0.003, 0.020], [-0.042, 0.001, -0.052], [-0.008, 0.007, 0.006], [-0.004, -0.001, 0.004], [0.005, 0.004, 0.017], [-0.002, -0.045, -0.016], [-0.002, 0.004, 0.000], [-0.006, -0.008, -0.005], [0.004, -0.003, 0.003], [-0.016, -0.043, 0.002], [-0.003, 0.000, 0.011], [-0.007, 0.009, 0.001], [0.004, 0.006, 0.014], [0.023, -0.015, -0.007], [0.010, 0.002, 0.007], [-0.020, -0.001, -0.005], [-0.010, 0.027, 0.043], [-0.085, -0.172, 0.130], [0.070, 0.068, -0.546], [0.112, 0.046, -0.086], [-0.041, -0.003, 0.010], [0.020, 0.010, -0.002], [-0.001, 0.001, -0.007], [0.003, -0.001, -0.006], [-0.004, 0.000, 0.001], [-0.012, 0.006, 0.003], [0.014, -0.003, -0.005], [0.034, -0.008, -0.012], [-0.007, -0.014, 0.011], [-0.019, -0.006, 0.008], [0.015, 0.001, 0.005], [-0.004, -0.003, -0.010], [0.003, -0.010, -0.005], [-0.012, 0.001, 0.004]],
  "lowdin_charge": [0.56, -0.37, -0.37, 1.27, -0.37, -0.14, -0.05, -0.04, -0.04, -0.08, -0.40, -0.11, -0.05, -0.04, -0.04, -0.11, 1.27, -0.39, -0.08, -0.05, -0.05, -0.05, -0.11, -0.38, -0.10, -0.05, -0.03, -0.04, -0.08, 0.10, 0.06, 0.09, 0.05, 0.05, 0.12, 0.12, 0.12, 0.10, 0.10, 0.12, 0.12, 0.12, 0.11, 0.11, 0.12, 0.12, 0.12, 0.11, 0.09, 0.12, 0.13, 0.12, 0.11, 0.04, -0.04, 0.08, -0.40, -0.26, 0.05, -0.24, 0.02, -0.19, -0.02, -0.05, -0.05, -0.05, -0.03, 0.10, 0.11, 0.10, 0.11, 0.09, 0.10, 0.10, 0.09, 0.11, 0.12, 0.12, 0.12, -0.06, -0.20, 0.02, -0.68, 0.71, 0.05, -0.22, -0.07, 0.10, 0.08, 0.09, 0.13, 0.13, 0.12, 0.15, 0.13, 0.10, 0.09, 0.09, 0.06],
  "charge": 3,
  "homo_lumo_gap_ev": 6.3115
}

***

{
  "formula": "C42H48BClGeHgIN4O10SbSi3",
  "method": "ωB97M-V with the def2-TZVPD basis set",
  "species": ["Hg", "Cl", "C", "C", "C", "I", "C", "O", "C", "N", "C", "C", "C", "C", "H", "H", "H", "H", "O", "N", "O", "C", "C", "C", "C", "O", "C", "C", "N", "O", "O", "N", "O", "O", "H", "H", "Ge", "C", "C", "C", "C", "C", "C", "C", "C", "C", "C", "C", "C", "H", "H", "H", "H", "H", "H", "H", "H", "H", "H", "H", "C", "Si", "C", "C", "Sb", "Si", "C", "C", "C", "Si", "C", "C", "C", "H", "H", "H", "H", "H", "H", "H", "H", "H", "H", "H", "H", "H", "H", "H", "H", "H", "H", "H", "H", "H", "H", "H", "H", "H", "H", "H", "O", "B", "O", "C", "C", "C", "C", "C", "C", "H", "H", "H", "H"],
  "xyz": [[-0.974539, -0.217723, 0.448627], [-3.422737, 6.558538, -1.472125], [-2.866706, 5.154271, -0.590877], [-2.661640, 5.241358, 0.758254], [-2.206931, 4.143042, 1.488889], [-2.006782, 4.316551, 3.553871], [-1.873234, 2.913027, 0.900676], [-1.398053, 1.927699, 1.535634], [-2.153674, 2.828020, -0.530702], [-1.940315, 1.628777, -1.120738], [-2.200538, 1.480337, -2.396741], [-2.681477, 2.518563, -3.208077], [-2.897929, 3.743096, -2.643382], [-2.648292, 3.936142, -1.268685], [-2.857845, 6.175542, 1.267276], [-2.013119, 0.502170, -2.829634], [-2.868216, 2.339423, -4.258561], [-3.261342, 4.573366, -3.233483], [1.731160, 4.639168, 5.812319], [1.668772, 3.422541, 5.870321], [1.604752, 2.796407, 6.917150], [1.636824, 2.682174, 4.625204], [1.615732, 1.308866, 4.657593], [1.527733, 0.608543, 3.467805], [1.417410, 1.235649, 2.178974], [1.243192, 0.629355, 1.094027], [1.549760, 2.678288, 2.239488], [1.614666, 3.377005, 3.414890], [1.456822, 3.427282, 1.050279], [2.199766, 2.982600, -0.018028], [1.192537, 4.657211, 1.047033], [1.507198, -0.833601, 3.582145], [1.956587, -1.338681, 4.601482], [1.109656, -1.494869, 2.636539], [1.650507, 0.774590, 5.593873], [1.629438, 4.455836, 3.398478], [-2.379481, -1.671193, 1.937482], [-2.532505, -1.007678, 3.773664], [-1.956845, 0.189823, 4.190831], [-2.020043, 0.579398, 5.524101], [-2.667992, -0.219742, 6.453421], [-3.262295, -1.407963, 6.046469], [-3.192001, -1.797380, 4.716961], [-1.701732, -3.514793, 2.094059], [-2.038408, -4.483514, 1.148452], [-1.543040, -5.777895, 1.229647], [-0.698281, -6.129695, 2.273282], [-0.365633, -5.183575, 3.232620], [-0.864657, -3.890609, 3.144371], [-3.806455, -1.850250, 1.359968], [-1.486964, 0.845806, 3.467072], [-1.562873, 1.512963, 5.831630], [-2.713491, 0.082794, 7.492456], [-3.774549, -2.034271, 6.767170], [-3.641795, -2.738147, 4.415416], [-2.697703, -4.222285, 0.330265], [-1.816332, -6.510102, 0.478692], [-0.304101, -7.136599, 2.340166], [0.290552, -5.447835, 4.053083], [-0.587631, -3.168051, 3.900752], [3.486293, 3.281957, -2.401962], [2.463113, 4.234608, -1.160333], [3.509117, 5.617485, -0.455241], [0.895900, 4.778563, -2.001241], [1.161518, -0.225225, -1.821351], [2.653038, -1.932096, -0.555432], [1.570892, -3.358902, -0.004549], [4.007176, -2.574382, -1.699356], [3.578972, -1.130370, 0.863210], [1.571101, -1.081308, -4.240397], [3.272052, -0.416365, -4.724060], [0.373326, -0.169096, -5.373258], [1.601873, -2.916419, -4.669350], [3.855938, 3.962352, -3.174318], [2.889841, 2.510958, -2.890069], [4.348622, 2.802111, -1.933843], [2.993004, 6.575615, -0.535568], [4.467728, 5.692635, -0.973496], [3.702986, 5.444718, 0.603706], [1.134622, 5.248455, -2.960086], [0.317144, 5.475552, -1.395970], [0.269327, 3.906877, -2.208313], [1.078977, -3.822195, -0.863906], [0.802142, -3.026652, 0.698810], [2.170082, -4.124651, 0.496805], [3.632671, -3.113231, -2.568834], [4.630093, -3.262686, -1.119519], [4.652912, -1.763966, -2.042983], [3.029707, -1.232787, 1.798322], [3.735708, -0.065553, 0.684870], [4.552526, -1.615923, 0.972002], [3.317865, 0.670049, -4.644901], [3.462046, -0.680667, -5.769638], [4.081058, -0.834384, -4.125375], [0.592740, 0.901234, -5.337470], [-0.673629, -0.309939, -5.104958], [0.509013, -0.500365, -6.407222], [2.567859, -3.356927, -4.419781], [1.474862, -3.018968, -5.752092], [0.824108, -3.500248, -4.181190], [-2.012029, -2.303886, -1.296718], [-0.922729, -1.619256, -1.827432], [-0.864220, -1.919952, -3.210588], [-1.909390, -2.764040, -3.489132], [-2.277218, -3.323184, -4.691800], [-3.408550, -4.137135, -4.670866], [-4.122144, -4.357272, -3.496377], [-3.736973, -3.780881, -2.287408], [-2.609852, -2.991586, -2.320412], [-1.717116, -3.134341, -5.597453], [-3.742289, -4.603263, -5.588453], [-5.000447, -4.988509, -3.521434], [-4.296302, -3.936369, -1.375359]],
  "forces_ev_per_angstrom": [[-0.278, 0.719, 0.850], [-0.008, 0.006, 0.000], [0.010, -0.008, -0.001], [-0.018, 0.005, 0.003], [0.033, 0.002, 0.009], [0.060, -0.008, -0.008], [-0.085, 0.056, -0.013], [0.052, -0.089, -0.036], [-0.019, 0.048, 0.007], [0.088, -0.048, -0.029], [0.059, -0.029, 0.019], [-0.003, 0.010, -0.003], [0.018, -0.004, -0.020], [0.025, -0.022, 0.011], [-0.004, 0.001, -0.004], [0.018, -0.016, -0.013], [0.002, -0.004, 0.007], [-0.005, -0.002, -0.002], [0.072, 0.007, -0.003], [-0.198, 0.003, 0.029], [0.077, 0.004, -0.012], [0.023, -0.042, 0.029], [0.011, 0.006, 0.010], [-0.145, 0.003, 0.058], [-0.023, -0.054, -0.066], [-0.134, 0.155, -0.112], [-0.017, -0.050, 0.213], [0.029, 0.009, -0.096], [-0.123, 0.040, -0.125], [0.051, 0.037, 0.000], [-0.038, -0.021, 0.023], [0.257, 0.016, -0.068], [-0.135, -0.003, 0.100], [-0.412, -0.105, 0.222], [-0.008, 0.002, 0.010], [-0.011, 0.004, 0.001], [0.091, -0.268, -0.056], [0.074, -0.002, -0.033], [-0.017, 0.055, -0.039], [-0.003, 0.007, 0.016], [-0.001, 0.002, -0.005], [-0.012, 0.002, 0.000], [0.041, -0.035, 0.026], [-0.044, -0.012, 0.020], [0.015, 0.009, -0.003], [-0.007, 0.020, -0.002], [0.006, 0.010, 0.009], [0.009, -0.009, 0.006], [0.002, 0.008, -0.050], [0.023, 0.062, -0.046], [0.050, -0.001, 0.004], [-0.003, -0.010, -0.013], [0.002, -0.001, 0.002], [0.001, -0.001, -0.001], [0.002, -0.001, 0.006], [0.001, -0.008, -0.008], [-0.001, 0.002, 0.000], [-0.002, 0.002, 0.002], [0.002, 0.001, -0.006], [0.023, 0.039, 0.018], [0.032, 0.004, -0.005], [0.084, -0.069, -0.028], [-0.016, 0.012, -0.033], [-0.018, 0.009, 0.024], [-0.474, -0.465, 0.121], [0.039, -0.068, 0.150], [-0.012, 0.059, -0.013], [-0.066, -0.017, -0.049], [0.044, 0.037, 0.037], [0.073, 0.144, -0.064], [-0.052, -0.044, 0.004], [-0.014, 0.047, 0.012], [0.015, -0.023, 0.056], [0.006, -0.010, -0.005], [-0.039, -0.068, -0.023], [-0.008, 0.008, 0.006], [-0.009, -0.002, 0.019], [-0.010, 0.011, -0.011], [0.009, -0.013, -0.004], [-0.015, 0.017, 0.013], [-0.007, -0.001, 0.007], [-0.004, -0.028, -0.002], [-0.011, -0.023, -0.004], [0.043, -0.028, -0.049], [-0.003, 0.014, 0.022], [-0.013, 0.009, -0.013], [-0.011, 0.000, 0.001], [0.002, 0.013, -0.004], [0.201, -0.022, -0.298], [0.028, -0.009, -0.018], [0.031, -0.017, -0.024], [0.000, 0.061, 0.030], [0.011, 0.008, 0.003], [0.005, -0.028, 0.031], [-0.030, 0.001, -0.003], [0.042, -0.012, -0.001], [0.024, 0.005, -0.013], [-0.001, 0.001, 0.012], [-0.014, 0.023, 0.002], [-0.008, 0.000, 0.011], [0.152, 0.240, 0.336], [1.110, -0.116, -1.086], [-0.520, -0.173, 0.085], [-0.002, 0.064, 0.033], [-0.011, -0.010, 0.010], [0.000, 0.002, 0.005], [-0.004, -0.010, -0.021], [0.000, 0.001, 0.025], [-0.071, -0.042, -0.128], [0.002, 0.000, 0.001], [0.001, 0.001, -0.001], [0.000, 0.001, 0.000], [0.012, 0.006, 0.008]],
  "lowdin_charge": [0.91, 0.64, -0.63, -0.19, -0.64, 0.96, -0.46, -0.21, -0.14, 0.07, -0.15, -0.05, -0.03, -0.19, 0.09, 0.08, 0.10, 0.08, 0.05, -0.36, 0.05, -0.16, 0.07, -0.07, -0.31, -0.23, -0.09, 0.04, -0.21, -0.13, -0.03, -0.33, 0.06, -0.01, 0.13, 0.12, 0.86, -0.36, -0.12, -0.09, -0.10, -0.10, -0.13, -0.37, -0.13, -0.10, -0.11, -0.09, -0.12, -0.05, 0.06, 0.09, 0.10, 0.09, 0.10, 0.06, 0.10, 0.09, 0.10, 0.09, -0.17, 0.45, -0.15, -0.14, 1.11, 0.36, -0.21, -0.23, -0.20, 0.33, -0.23, -0.22, -0.20, 0.03, -0.01, 0.04, 0.03, 0.02, 0.03, 0.04, 0.03, 0.03, 0.03, 0.01, 0.04, 0.00, 0.03, 0.02, 0.00, 0.03, 0.03, 0.01, 0.03, 0.01, 0.03, 0.01, 0.03, 0.01, 0.03, 0.02, 0.05, -0.75, -0.04, -0.21, 0.01, -0.09, -0.08, 0.01, -0.19, 0.12, 0.10, 0.10, 0.12],
  "charge": -1,
  "multiplicity": 2,
  "homo_lumo_gap_ev": [6.8049, 6.8005],
  "s2": 0.761
}

***

Electronic energy per entry: -6964.8544 -6722.5264 a.u.
Energy above the lowest of the compared OMol25 structures with the same formula, charge and spin per entry: 0.00 112.07 kJ/mol